(1)
C2H8N4OS | ωB97M-V/def2-TZVPD

Energy, eV: -21028.19700
Total charge: +2

Cartesian coordinates (Å):
C1 4.727 -1.349 -0.097
C2 6.979 -0.193 0.068
N1 5.995 -1.402 -0.017
N2 5.087 1.033 -0.048
N3 6.307 1.037 0.044
N4 -12.215 0.268 -0.116
O1 3.591 -1.540 -0.178
S1 4.121 2.344 0.027
H1 7.462 -0.318 1.076
H2 7.540 -0.208 -0.916
H3 6.325 -2.203 0.424
H4 -13.187 -0.404 -0.131
H5 -12.151 0.825 -1.002
H6 -11.401 -0.407 -0.101
H7 -12.190 0.887 0.850
H8 3.012 1.631 0.117


(2)
C2H8N6 | ωB97M-V/def2-TZVPD

Energy, eV: -11144.05980
Total charge: 0

Cartesian coordinates (Å):
H1 0.702 -0.611 -3.011
N1 0.449 0.066 -2.329
C1 0.288 -0.458 -1.188
N2 0.389 -1.802 -0.889
N3 0.097 0.389 -0.092
N4 0.481 1.717 -0.286
C2 -0.334 -0.019 1.170
N5 -0.327 1.048 2.050
N6 -0.752 -1.228 1.383
H2 -1.088 -1.436 2.338
H3 -0.145 -2.034 -0.010
H4 0.148 -2.337 -1.695
H5 -0.050 2.061 -1.096
H6 1.446 1.713 -0.666
H7 -1.088 1.013 2.798
H8 -0.216 1.919 1.524


(3)
C2H8N6 | ωB97M-V/def2-TZVPD

Energy, eV: -11137.06975
Total charge: 0

Cartesian coordinates (Å):
C1 0.278 -0.318 -0.113
C2 -3.362 -0.168 -0.156
H1 1.232 2.479 -1.172
H2 2.511 1.439 -0.399
H3 0.097 1.625 1.178
H4 -1.355 -1.663 0.536
H5 -3.140 -1.362 -0.262
H6 -4.242 0.341 -0.245
H7 3.038 -2.013 -0.121
H8 2.370 -0.886 1.067
N1 1.586 1.942 -0.256
N2 0.703 0.979 0.370
N3 -1.111 -0.428 0.076
N4 -2.199 0.443 -0.071
N5 1.035 -1.288 -0.408
N6 2.557 -1.124 -0.025


Per-record largest force on an atom, eV/A: 4.12; 2.38; 7.43
Per-record energy relative to the best compared isomer or geometry (same formula, charge and spin), eV: 0.486; 0.000; 6.990
Per-record HOMO-LUMO gap, eV: 9.2386; 9.8551; 9.0831